No. 1
Formula: C54H60AsFeN4
Source: OMol25
Level of theory: ωB97M-V/def2-TZVPD

Element x y z (Å)
Fe (-0.171, 0.553, -0.304)
C (5.998, 1.218, -0.420)
C (5.208, 0.077, -0.509)
C (3.838, 0.177, -0.559)
C (3.203, 1.435, -0.529)
C (4.018, 2.583, -0.407)
C (5.388, 2.465, -0.370)
N (1.862, 1.479, -0.613)
N (1.290, 2.734, -0.449)
C (-1.390, 2.822, -0.674)
C (-2.101, 3.886, 0.096)
C (-3.361, 3.675, 0.553)
C (-4.001, 2.432, 0.421)
C (-3.267, 1.328, -0.026)
C (-1.972, 1.438, -0.463)
H (7.076, 1.137, -0.377)
H (5.678, -0.899, -0.522)
H (3.199, -0.699, -0.607)
H (3.548, 3.553, -0.349)
H (6.000, 3.356, -0.291)
H (-1.600, 4.824, 0.271)
H (-3.874, 4.478, 1.070)
H (-5.015, 2.309, 0.772)
H (-3.738, 0.353, 0.039)
C (1.546, 1.356, 4.347)
C (1.270, 2.422, 3.321)
C (1.238, 3.780, 3.657)
C (0.995, 4.740, 2.668)
C (1.047, 6.211, 2.987)
C (0.724, 4.365, 1.377)
C (0.720, 2.981, 0.984)
C (1.023, 2.036, 2.034)
N (-0.062, 2.449, -0.120)
C (-1.340, 3.159, -2.217)
C (-2.683, 2.744, -2.836)
C (-2.695, 3.011, -4.336)
C (-1.591, 2.186, -4.994)
C (-0.245, 2.608, -4.408)
C (-0.004, 4.097, -4.671)
C (-1.114, 4.907, -4.004)
C (-2.460, 4.497, -4.600)
C (-1.115, 4.649, -2.495)
C (-0.224, 2.369, -2.900)
H (1.877, 1.783, 5.292)
H (2.311, 0.671, 3.980)
H (0.642, 0.773, 4.530)
H (1.439, 4.092, 4.671)
H (1.433, 6.386, 3.987)
H (0.057, 6.662, 2.919)
H (1.692, 6.721, 2.273)
H (0.607, 5.104, 0.600)
H (1.106, 0.983, 1.763)
H (-3.496, 3.285, -2.346)
H (-2.834, 1.679, -2.655)
H (-3.671, 2.713, -4.740)
H (-1.599, 2.338, -6.078)
H (-1.758, 1.124, -4.795)
H (0.555, 2.023, -4.875)
H (0.014, 4.299, -5.748)
H (0.965, 4.390, -4.256)
H (-0.950, 5.979, -4.184)
H (-2.458, 4.683, -5.677)
H (-3.269, 5.085, -4.157)
H (-1.912, 5.239, -2.037)
H (-0.165, 4.969, -2.060)
H (0.741, 2.702, -2.522)
H (-0.333, 1.299, -2.658)
C (-2.464, -3.090, 6.256)
C (-1.674, -2.832, 5.007)
C (-0.505, -3.516, 4.727)
C (0.222, -3.279, 3.565)
C (1.526, -4.007, 3.418)
C (-0.241, -2.371, 2.605)
As (0.881, -2.124, 0.923)
N (-0.230, -1.388, -0.371)
C (-0.576, -1.979, -1.541)
C (0.175, -2.971, -2.199)
C (-0.285, -3.580, -3.345)
C (-1.494, -3.206, -3.910)
C (-2.215, -2.172, -3.326)
C (-1.774, -1.571, -2.172)
C (0.877, -4.080, 0.443)
C (-0.273, -4.861, 0.351)
C (-1.652, -4.308, 0.547)
C (-0.170, -6.217, 0.048)
C (1.050, -6.828, -0.170)
C (1.162, -8.292, -0.483)
C (2.190, -6.038, -0.103)
C (2.117, -4.687, 0.189)
C (3.387, -3.884, 0.193)
C (-1.375, -1.619, 2.930)
C (-1.860, -0.524, 2.045)
C (-2.075, -1.862, 4.103)
H (-1.978, -3.839, 6.879)
H (-3.465, -3.444, 6.008)
H (-2.572, -2.173, 6.835)
H (-0.132, -4.243, 5.438)
H (1.873, -4.360, 4.388)
H (2.278, -3.336, 2.999)
H (1.425, -4.869, 2.759)
H (1.145, -3.242, -1.803)
H (0.313, -4.354, -3.810)
H (-1.859, -3.692, -4.804)
H (-3.141, -1.839, -3.779)
H (-2.335, -0.772, -1.708)
H (-1.644, -3.224, 0.595)
H (-2.089, -4.694, 1.470)
H (-2.289, -4.608, -0.285)
H (-1.077, -6.803, -0.025)
H (0.183, -8.765, -0.498)
H (1.779, -8.795, 0.263)
H (1.633, -8.439, -1.456)
H (3.155, -6.492, -0.293)
H (4.241, -4.513, -0.051)
H (3.555, -3.424, 1.168)
H (3.322, -3.080, -0.542)
H (-1.047, 0.174, 1.808)
H (-2.657, 0.042, 2.520)
H (-2.230, -0.922, 1.105)
H (-2.957, -1.271, 4.318)

Total charge: -1
HOMO level (alpha / beta): -3.8 / -3.9 eV
Multiplicity: 5
M: 895.87 g mol⁻¹
Expectation value of S²: 6.117
Energy relative to the best compared isomer or geometry (same formula, charge and spin): 91.0 kcal/mol
Max |F|: 0.038 Eh/bohr
Electronic energy: -5812.075726 a.u.

***

No. 2
Formula: C35H32AsBaCl5N5O2S2
Source: OMol25
Level of theory: ωB97M-V/def2-TZVPD

Element x y z (Å)
Ba (-17.881, -7.438, 7.815)
N (-23.868, -5.156, 13.298)
C (-22.914, -6.046, 12.729)
C (-21.585, -5.662, 12.442)
C (-20.656, -6.507, 11.867)
C (-21.009, -7.795, 11.768)
C (-22.263, -8.317, 12.071)
C (-23.214, -7.398, 12.503)
S (-19.913, -8.945, 10.928)
O (-20.324, -10.298, 11.113)
O (-18.567, -8.635, 11.319)
N (-19.937, -8.452, 9.404)
C (-20.797, -8.982, 8.542)
N (-21.988, -9.552, 8.812)
C (-22.529, -10.244, 7.770)
C (-21.972, -10.313, 6.556)
C (-20.868, -9.479, 6.325)
N (-20.327, -8.742, 7.278)
H (-23.436, -4.480, 13.940)
H (-24.596, -5.617, 13.819)
H (-21.397, -4.577, 12.482)
H (-19.698, -6.099, 11.557)
H (-22.409, -9.386, 11.965)
H (-24.277, -7.734, 12.671)
H (-23.489, -10.726, 8.015)
H (-22.307, -10.865, 5.734)
H (-20.447, -9.330, 5.304)
S (-18.071, -4.858, 3.448)
C (-19.402, -4.146, 4.299)
C (-20.088, -2.957, 4.116)
C (-21.087, -2.605, 4.981)
C (-21.471, -3.554, 5.927)
C (-20.833, -4.754, 6.100)
C (-19.752, -5.055, 5.309)
N (-18.992, -6.217, 5.317)
C (-18.061, -6.313, 4.396)
C (-17.066, -7.406, 4.262)
C (-16.420, -7.469, 3.035)
C (-15.409, -8.388, 2.750)
C (-15.136, -9.318, 3.753)
C (-15.658, -9.121, 5.045)
C (-16.724, -8.255, 5.331)
H (-19.804, -2.338, 3.295)
H (-21.462, -1.545, 5.093)
H (-22.323, -3.351, 6.629)
H (-21.058, -5.472, 6.977)
H (-16.783, -6.834, 2.262)
H (-15.016, -8.504, 1.677)
H (-14.341, -10.126, 3.682)
H (-15.189, -9.673, 5.833)
Cl (-19.433, -3.765, 9.832)
C (-18.462, -3.510, 8.374)
C (-17.666, -4.534, 7.915)
C (-16.763, -4.146, 6.935)
Cl (-15.479, -5.282, 6.531)
C (-16.791, -2.909, 6.338)
Cl (-15.762, -2.457, 5.034)
C (-17.786, -2.030, 6.688)
Cl (-18.315, -0.703, 5.611)
C (-18.594, -2.291, 7.779)
Cl (-19.660, -1.087, 8.447)
C (-15.709, -10.498, 9.157)
C (-15.474, -9.728, 10.458)
As (-15.128, -7.768, 10.236)
C (-13.430, -7.800, 9.270)
C (-12.479, -8.945, 9.636)
C (-14.592, -7.103, 12.027)
C (-15.663, -7.475, 13.030)
H (-15.947, -11.546, 9.429)
H (-14.916, -10.307, 8.549)
H (-16.600, -10.070, 8.628)
H (-14.625, -10.244, 10.912)
H (-16.340, -9.747, 11.146)
H (-13.089, -6.744, 9.367)
H (-13.752, -7.968, 8.217)
H (-12.348, -9.066, 10.696)
H (-11.459, -8.894, 9.247)
H (-12.980, -9.908, 9.221)
H (-14.445, -6.082, 11.834)
H (-13.633, -7.511, 12.272)
H (-15.724, -8.571, 13.085)
H (-16.666, -7.108, 12.744)
H (-15.454, -7.192, 14.050)

Total charge: -1
HOMO level: -5.0 eV
M: 1008.32 g mol⁻¹
Energy relative to the best compared isomer or geometry (same formula, charge and spin): 0.0 kcal/mol
Max |F|: 0.081 Eh/bohr
Electronic energy: -7135.838605 a.u.

***

No. 3
Formula: C18H41N2OP3Pt
Source: OMol25
Level of theory: ωB97M-V/def2-TZVPD

Element x y z (Å)
Pt (0.371, 0.017, 0.187)
P (1.159, -2.060, -0.325)
P (-1.074, -0.543, 1.928)
N (0.673, 0.413, -1.822)
N (-0.932, 1.584, -0.087)
H (-0.322, 1.590, -3.322)
H (-0.723, 3.382, -1.208)
H (0.926, 2.432, -2.431)
C (0.102, 1.689, -2.300)
H (-1.937, 2.210, -1.837)
C (-0.940, 2.301, -1.362)
H (0.738, -0.423, -3.727)
H (-2.493, 2.704, 0.673)
C (0.462, -0.725, -2.713)
C (-1.869, 1.816, 0.822)
H (2.350, -1.720, -2.401)
C (1.280, -1.881, -2.179)
H (0.992, -2.822, -2.636)
H (-1.969, -1.612, 1.801)
H (-0.506, -0.730, 3.213)
H (0.351, -3.186, -0.103)
H (2.435, -2.376, 0.223)
O (-1.450, -1.197, -0.682)
C (-2.089, -1.466, -1.778)
C (-2.056, -2.833, -2.294)
C (-3.107, -0.467, -2.164)
H (-0.583, -0.933, -2.736)
H (-1.096, -3.291, -2.520)
H (-2.563, -3.378, -1.492)
H (-2.709, -2.857, -3.163)
H (-2.790, 0.577, -2.042)
H (-3.393, -0.601, -3.210)
H (-3.881, -0.718, -1.451)
C (-2.065, 0.969, 1.893)
H (-2.864, 1.143, 2.611)
C (4.072, 0.133, -0.515)
C (3.772, 0.468, 0.947)
C (4.959, 1.279, 1.493)
P (2.094, 1.186, 1.248)
C (1.749, 1.225, 3.082)
C (2.938, 1.284, 4.045)
C (0.714, 2.304, 3.475)
C (2.191, 2.940, 0.698)
C (2.847, 3.924, 1.655)
C (2.803, 3.073, -0.700)
H (4.497, 0.986, -1.061)
H (3.206, -0.199, -1.096)
H (4.822, -0.671, -0.571)
H (3.726, -0.475, 1.513)
H (5.153, 2.199, 0.919)
H (4.865, 1.543, 2.552)
H (5.871, 0.661, 1.409)
H (1.273, 0.247, 3.242)
H (3.449, 2.265, 4.016)
H (2.561, 1.160, 5.078)
H (3.664, 0.480, 3.871)
H (0.110, 2.674, 2.635)
H (0.005, 1.875, 4.203)
H (1.178, 3.176, 3.979)
H (1.128, 3.210, 0.604)
H (3.814, 3.580, 2.025)
H (3.022, 4.872, 1.130)
H (2.216, 4.165, 2.509)
H (2.499, 2.274, -1.391)
H (2.465, 4.023, -1.148)
H (3.907, 3.106, -0.694)

Total charge: +1
HOMO level (alpha / beta): -7.8 / -9.8 eV
Multiplicity: 4
M: 589.54 g mol⁻¹
Expectation value of S²: 3.765
Max |F|: 0.110 Eh/bohr
Electronic energy: -2038.177079 a.u.

***

No. 4
Formula: C30H51N2O8
Source: OMol25
Level of theory: ωB97M-V/def2-TZVPD

Element x y z (Å)
N (3.455, -3.003, 3.621)
C (2.323, -2.087, 3.588)
O (1.219, -2.508, 3.342)
C (2.676, -0.587, 3.840)
C (1.445, 0.284, 4.315)
C (1.137, 1.329, 3.187)
C (2.316, 2.346, 2.919)
N (1.896, 3.524, 2.082)
C (0.659, 3.300, 1.279)
C (0.841, 2.332, 0.059)
C (1.304, 3.026, -1.261)
O (1.200, 4.206, -1.490)
C (1.900, 2.067, -2.357)
C (3.337, 1.860, -2.368)
C (3.888, 0.938, -3.350)
C (2.957, 0.274, -4.242)
C (1.521, 0.489, -4.256)
C (0.967, 1.420, -3.265)
C (-0.499, 2.760, 2.214)
O (-0.051, 2.098, 3.410)
H (3.915, -3.029, 2.711)
H (3.150, -3.925, 3.929)
H (3.474, -0.514, 4.618)
H (3.148, -0.217, 2.884)
H (0.546, -0.394, 4.347)
H (1.610, 0.793, 5.298)
H (0.947, 0.725, 2.249)
H (2.679, 2.691, 3.925)
H (3.176, 1.852, 2.389)
H (1.670, 4.279, 2.751)
H (2.689, 3.893, 1.534)
H (0.346, 4.302, 0.876)
H (-0.073, 1.724, -0.163)
H (1.644, 1.585, 0.339)
H (3.958, 2.411, -1.625)
H (4.987, 0.785, -3.342)
H (3.368, -0.459, -4.980)
H (0.840, -0.028, -4.967)
H (-0.127, 1.600, -3.220)
H (-1.232, 2.153, 1.622)
H (-1.076, 3.662, 2.565)
C (-1.003, -4.023, 2.006)
C (-1.329, -5.435, 1.588)
O (-1.621, -5.701, 0.441)
C (-1.277, -6.501, 2.652)
H (-1.081, -3.365, 1.139)
H (-1.712, -3.687, 2.766)
H (0.012, -3.975, 2.390)
H (-1.995, -6.276, 3.442)
H (-0.270, -6.563, 3.069)
H (-1.533, -7.464, 2.211)
C (0.115, 4.652, -4.637)
C (-0.937, 3.880, -5.387)
O (-1.221, 2.734, -5.089)
C (-1.627, 4.582, -6.525)
H (0.529, 4.029, -3.847)
H (0.921, 4.938, -5.315)
H (-0.328, 5.541, -4.184)
H (-0.897, 4.865, -7.285)
H (-2.146, 5.469, -6.155)
H (-2.359, 3.911, -6.975)
C (-3.903, 1.441, -1.169)
C (-3.068, 2.665, -1.429)
O (-2.196, 3.017, -0.652)
C (-3.352, 3.438, -2.687)
H (-3.591, 0.983, -0.230)
H (-4.955, 1.718, -1.092)
H (-3.765, 0.717, -1.975)
H (-4.380, 3.802, -2.675)
H (-3.188, 2.802, -3.559)
H (-2.677, 4.294, -2.745)
C (-2.809, -0.142, -5.866)
C (-3.181, -0.807, -4.567)
O (-4.188, -0.498, -3.965)
C (-2.251, -1.871, -4.043)
H (-3.564, 0.601, -6.122)
H (-1.845, 0.360, -5.760)
H (-2.762, -0.884, -6.666)
H (-1.261, -1.445, -3.862)
H (-2.180, -2.690, -4.761)
H (-2.641, -2.262, -3.104)
C (1.388, -6.148, 7.467)
C (0.371, -5.939, 6.375)
O (-0.352, -6.837, 6.006)
C (0.289, -4.565, 5.757)
H (1.336, -7.179, 7.817)
H (2.393, -5.959, 7.083)
H (1.176, -5.482, 8.306)
H (1.243, -4.307, 5.296)
H (0.028, -3.829, 6.520)
H (-0.483, -4.560, 4.988)

Total charge: +1
HOMO level: -10.8 eV
M: 567.74 g mol⁻¹
Energy relative to the best compared isomer or geometry (same formula, charge and spin): 0.0 kcal/mol
Max |F|: 0.056 Eh/bohr
Electronic energy: -1884.850812 a.u.

***

No. 5
Formula: C5H10O2
Source: OMol25
Level of theory: ωB97M-V/def2-TZVPD

Element x y z (Å)
C (-1.373, 1.525, -1.717)
O (-1.922, 0.248, -1.493)
C (-0.152, -0.189, 0.774)
C (0.142, -1.108, 1.905)
C (1.240, -0.248, 1.322)
C (1.626, -0.815, -0.033)
O (0.242, -0.824, -0.457)
H (-0.274, 1.513, -1.690)
H (-1.716, 2.221, -0.937)
H (-1.690, 1.911, -2.693)
H (-0.906, 0.592, 0.741)
H (-0.234, -0.809, 2.882)
H (0.125, -2.178, 1.700)
H (1.793, 0.491, 1.890)
H (2.212, -0.129, -0.653)
H (2.074, -1.816, -0.057)
H (-1.186, -0.383, -1.483)

HOMO level: -9.7 eV
M: 102.13 g mol⁻¹
Energy relative to the best compared isomer or geometry (same formula, charge and spin): 86.9 kcal/mol
Max |F|: 0.007 Eh/bohr
Electronic energy: -346.886960 a.u.